# 1
Formula: C4H14NO
Source: OMol25
Level of theory: wB97M-V/def2-TZVPD

Last columns: bonded neighbours and bond lengths (Å).
Cartesian coordinates (Å):
1 C -1.6905 -0.1908 0.3965  C2 1.535, H6 1.059, H7 1.091, H8 1.119
2 C -0.5809 0.8697 0.3730  C1 1.535, N3 1.562, C5 1.519, H9 1.110
3 N 0.4295 0.1825 -0.6003  C2 1.562, C4 1.608, H10 0.999, H11 0.990
4 C -0.0104 0.2238 -2.1468  N3 1.608, H12 1.089, H13 1.153, H14 1.073
5 C 0.1759 1.3485 1.5996  C2 1.519, H15 1.167, H16 1.132, H17 1.080
6 H -1.3163 -1.0367 0.9126  C1 1.059
7 H -2.5679 0.2667 0.8550  C1 1.091
8 H -2.0931 -0.4250 -0.6208  C1 1.119
9 H -0.9684 1.7486 -0.1841  C2 1.110
10 H 0.6159 -0.7715 -0.3686  N3 0.999
11 H 1.3410 0.5449 -0.4684  N3 0.990
12 H -0.9640 -0.2888 -2.2618  C4 1.089
13 H 0.8669 -0.3607 -2.6142  C4 1.153
14 H -0.0543 1.2681 -2.3895  C4 1.073
15 H 0.2825 0.5209 2.4148  C5 1.167
16 H 1.1468 1.8348 1.2801  C5 1.132
17 H -0.4096 2.1167 2.0836  C5 1.080
18 H 2.0554 -3.3887 0.5660  O20 0.993
19 H 2.2223 -1.9061 0.6919  O20 0.981
20 O 1.5192 -2.5571 0.4813  H18 0.993, H19 0.981

Output
HOMO energy = -15.77 eV
Energy above the lowest of the compared OMol25 structures with the same formula, charge and spin = 118.26 kJ/mol
Frontier orbital gap = 0.4648 hartree
Total charge = +1

---

# 2
Formula: C4H14NO
Source: OMol25
Level of theory: wB97M-V/def2-TZVPD

Last columns: bonded neighbours and bond lengths (Å).
Cartesian coordinates (Å):
1 C -1.0186 -1.6268 0.1775  C2 1.471, H6 1.132, H7 1.084, H8 1.134
2 C -0.3838 -0.4451 0.7814  C1 1.471, C3 1.560, N5 1.472, H9 1.018
3 C -1.1863 0.8638 0.5076  C2 1.560, C4 1.527, H10 1.035, H11 1.092
4 C -0.5357 2.1435 1.0280  C3 1.527, H12 1.134, H13 1.091, H14 1.191
5 N 0.9335 -0.3361 0.1338  C2 1.472, H15 1.077, H16 1.094, H17 1.066
6 H -2.1387 -1.7395 0.2998  C1 1.132
7 H -0.7972 -1.7432 -0.8773  C1 1.084
8 H -0.5344 -2.6269 0.4029  C1 1.134
9 H -0.0359 -0.4545 1.7385  C2 1.018
10 H -2.0490 0.7637 1.0706  C3 1.035
11 H -1.4432 1.0334 -0.5403  C3 1.092
12 H 0.1912 2.5952 0.2834  C4 1.134
13 H -0.0108 2.0131 1.9758  C4 1.091
14 H -1.3242 3.0249 1.1703  C4 1.191
15 H 1.0367 -0.2988 -0.9372  N5 1.077
16 H 1.6430 -0.9959 0.6410  N5 1.094
17 H 1.3462 0.5948 0.4508  N5 1.066
18 H 1.6519 -1.5496 -2.8741  O20 0.985
19 H 2.7585 -0.5394 -2.9429  O20 0.983
20 O 1.8969 -0.6767 -2.4898  H18 0.985, H19 0.983

Output
HOMO energy (alpha / beta) = -19.63 / -19.62 eV
Energy above the lowest of the compared OMol25 structures with the same formula, charge and spin = 206.98 kJ/mol
Frontier orbital gap (alpha / beta) = 0.4498 / 0.1407 hartree
2S+1 = 2
Total charge = +2

---

# 3
Formula: C4H14NO2
Source: OMol25
Level of theory: wB97M-V/def2-TZVPD

Last columns: bonded neighbours and bond lengths (Å).
Cartesian coordinates (Å):
1 C 0.2719 -1.0377 0.6403  N2 1.527, C5 1.543, H6 1.147, H7 1.169
2 N -0.3589 0.1860 -0.0197  C1 1.527, C3 1.541, H8 0.977, H9 0.964
3 C 0.5465 1.3791 0.3436  N2 1.541, C4 1.584, H10 1.091, H11 1.064
4 C 1.8570 0.8324 1.0465  C3 1.584, C5 1.604, H12 1.089, H13 1.103
5 C 1.3330 -0.5575 1.6519  C1 1.543, C4 1.604, H14 1.143, H15 1.148
6 H 0.6845 -1.6797 -0.2160  C1 1.147
7 H -0.5176 -1.7680 1.0983  C1 1.169
8 H -0.4713 0.0832 -0.9852  N2 0.977
9 H -1.2569 0.4041 0.2543  N2 0.964
10 H 0.7408 2.0114 -0.5236  C3 1.091
11 H -0.0896 1.9410 0.9855  C3 1.064
12 H 2.2182 1.3510 1.9333  C4 1.089
13 H 2.7170 0.5759 0.4045  C4 1.103
14 H 2.2122 -1.1978 2.0028  C5 1.143
15 H 1.0734 -0.2940 2.7387  C5 1.148
16 H 0.4842 -1.1637 -2.9440  O18 0.961
17 H -0.7073 -0.3593 -3.1863  O18 0.963
18 O -0.4637 -1.2029 -2.7900  H16 0.961, H17 0.963
19 H -3.4130 -0.5497 -0.5646  O21 1.001
20 H -3.7079 0.6317 -1.3671  O21 1.050
21 O -3.1525 0.4146 -0.5032  H19 1.001, H20 1.050

Output
HOMO energy (alpha / beta) = -2.83 / -11.16 eV
Energy above the lowest of the compared OMol25 structures with the same formula, charge and spin = 227.94 kJ/mol
Frontier orbital gap (alpha / beta) = 0.1316 / 0.4247 hartree
2S+1 = 2
Total charge = 0

---

> Which of these has the lowest energy above the lowest of the compared OMol25 structures with the same formula, charge and spin?

number 1

---

> Which of these has the highest total charge?

number 2